{
  "formula": "C16H15BrN4O7W",
  "method": "ωB97M-V with the def2-TZVPD basis set",
  "charge": 2,
  "multiplicity": 3,
  "molar_mass_g_mol": 639.06,
  "s_squared": 2.0237,
  "lumo_ev": [-7.44, -9.73],
  "relative_energy_ev": 0.234,
  "symbols": ["W", "Br", "O", "O", "O", "O", "O", "O", "O", "N", "N", "N", "N", "C", "C", "C", "C", "C", "C", "C", "C", "C", "C", "C", "C", "C", "C", "C", "C", "H", "H", "H", "H", "H", "H", "H", "H", "H", "H", "H", "H", "H", "H", "H"],
  "coordinates": [[0.148, -0.730, 0.154], [-0.477, -3.177, -0.122], [4.093, -1.589, 0.731], [-0.756, 1.833, -0.033], [0.335, -1.108, 2.155], [1.961, -1.559, 0.058], [-2.531, -0.432, -1.428], [-0.336, 3.827, 0.910], [0.938, -1.993, -5.323], [0.515, -0.110, -1.781], [-0.808, -0.448, 1.860], [-2.021, -0.541, -0.179], [1.576, 0.850, 0.798], [3.771, 1.158, 1.688], [1.139, 0.576, -2.770], [2.794, 0.383, 1.079], [-0.044, 2.584, 0.610], [2.206, 2.970, 1.705], [3.465, 2.464, 2.023], [1.293, 2.136, 1.090], [-2.034, -0.829, 2.084], [1.282, -0.039, -3.981], [0.133, -1.338, -1.963], [0.220, -2.071, -3.116], [-4.296, -0.652, 0.781], [-2.487, -1.408, 3.367], [3.041, -1.041, 0.635], [-2.811, -0.638, 0.856], [0.815, -1.361, -4.172], [-3.500, -0.497, -1.396], [-0.093, -3.096, -3.233], [1.940, 3.994, 1.922], [-4.726, -0.444, 1.757], [4.737, 0.713, 1.882], [-1.763, -2.153, 3.705], [1.763, 0.484, -4.797], [-2.529, -0.625, 4.128], [-4.672, 0.117, 0.102], [4.198, 3.094, 2.509], [1.386, -1.467, -6.000], [-4.666, -1.626, 0.449], [-3.470, -1.864, 3.283], [1.473, 1.582, -2.562], [-1.200, 4.069, 0.537]],
  "atomic_forces_ev_per_a": [[1.018, -0.839, 0.344], [-0.180, 0.018, -0.027], [0.014, 0.169, 0.153], [0.094, 0.386, 0.199], [-0.057, 0.380, 0.357], [-0.101, 0.277, 0.144], [0.046, 0.019, 0.074], [0.011, 0.045, 0.046], [-0.015, -0.054, -0.016], [0.239, 0.107, -0.364], [0.185, -0.992, -0.540], [-0.453, 0.216, 0.175], [-0.076, 0.419, 0.100], [-0.092, -0.041, -0.041], [-0.291, -0.115, 0.046], [0.045, -0.036, 0.038], [-0.171, -0.249, -0.203], [-0.070, -0.123, -0.059], [-0.006, -0.041, -0.024], [0.138, -0.021, -0.029], [-0.255, 0.527, 0.156], [0.000, 0.096, 0.082], [-0.054, -0.454, -0.332], [0.052, 0.427, 0.104], [-0.056, 0.051, 0.044], [-0.045, -0.125, -0.080], [0.064, -0.049, -0.211], [0.044, 0.117, -0.150], [-0.041, -0.088, -0.011], [0.008, 0.006, 0.023], [-0.006, -0.021, 0.013], [-0.028, 0.007, -0.013], [-0.007, -0.036, 0.012], [0.001, -0.017, -0.008], [0.015, 0.016, 0.009], [0.015, 0.026, 0.008], [-0.001, 0.009, 0.009], [0.013, -0.003, 0.001], [0.005, 0.005, 0.007], [-0.003, -0.016, -0.010], [0.001, -0.005, -0.022], [-0.010, -0.013, -0.013], [0.005, 0.007, 0.004], [0.006, 0.011, 0.002]]
}

***

{
  "formula": "C16H15CaN3O",
  "method": "ωB97M-V with the def2-TZVPD basis set",
  "charge": 2,
  "molar_mass_g_mol": 305.39,
  "lumo_ev": -6.70,
  "relative_energy_ev": 2.686,
  "symbols": ["Ca", "O", "N", "N", "N", "C", "C", "C", "C", "C", "C", "C", "C", "C", "C", "C", "C", "C", "C", "C", "C", "H", "H", "H", "H", "H", "H", "H", "H", "H", "H", "H", "H", "H", "H", "H"],
  "coordinates": [[-1.377, 1.170, -2.019], [-0.075, 3.025, -1.053], [0.573, -0.275, -2.148], [-2.596, -0.261, -0.499], [-0.796, 0.938, 0.162], [1.023, 0.860, 1.788], [-3.464, 0.016, 1.799], [0.598, 2.818, 0.208], [-2.384, -0.451, 2.445], [0.075, -1.475, 1.455], [0.976, -0.447, 2.064], [0.205, 1.463, 0.746], [0.909, -1.059, -1.104], [-1.442, -1.140, 1.535], [3.108, -1.391, -1.986], [-1.321, -0.419, 0.216], [-0.162, -1.395, -0.114], [2.762, -0.602, -3.071], [1.489, -0.065, -3.105], [2.170, -1.619, -0.991], [-3.565, -0.066, 0.336], [1.190, 0.560, -3.940], [2.410, -2.244, -0.141], [0.331, 3.610, 0.912], [-4.544, 0.122, -0.098], [-0.608, -2.356, -0.386], [-2.294, -0.420, 3.523], [0.341, -2.462, 1.820], [1.727, 1.499, 2.306], [1.679, 2.839, 0.053], [3.454, -0.402, -3.876], [1.650, -0.815, 2.830], [0.100, 3.927, -1.345], [-1.924, -2.095, 1.282], [4.095, -1.830, -1.919], [-4.312, 0.443, 2.316]],
  "atomic_forces_ev_per_a": [[0.029, 0.243, -0.274], [-0.065, -0.090, 0.011], [-0.108, 0.043, 0.078], [0.136, -0.206, 0.234], [0.015, -0.197, 0.001], [-0.053, -0.013, -0.098], [0.067, -0.042, -0.060], [0.038, 0.009, -0.055], [-0.091, 0.119, 0.086], [0.104, 0.086, -0.064], [0.059, 0.048, 0.086], [-0.017, 0.036, 0.031], [0.057, 0.061, 0.000], [0.003, -0.220, -0.099], [0.029, -0.016, 0.006], [0.043, 0.228, 0.063], [-0.185, -0.304, 0.196], [-0.102, 0.043, 0.003], [0.088, -0.012, -0.034], [0.000, 0.031, -0.031], [-0.147, 0.103, -0.135], [0.002, -0.006, -0.003], [-0.010, -0.004, 0.010], [-0.006, -0.040, 0.031], [0.010, 0.009, 0.004], [0.055, 0.021, -0.068], [0.029, -0.005, 0.006], [-0.025, -0.005, -0.011], [0.018, -0.006, 0.005], [-0.014, 0.010, 0.016], [0.015, -0.010, 0.003], [-0.006, 0.003, 0.008], [0.036, 0.053, -0.007], [-0.012, 0.033, 0.014], [0.000, -0.001, 0.003], [0.010, -0.003, 0.040]]
}

***

{
  "formula": "C16H15Cl5N2O4S",
  "method": "ωB97M-V with the def2-TZVPD basis set",
  "molar_mass_g_mol": 508.64,
  "lumo_ev": -1.26,
  "symbols": ["Cl", "Cl", "Cl", "Cl", "Cl", "S", "O", "O", "O", "O", "N", "N", "C", "C", "C", "C", "C", "C", "C", "C", "C", "C", "C", "C", "C", "C", "C", "C", "H", "H", "H", "H", "H", "H", "H", "H", "H", "H", "H", "H", "H", "H", "H"],
  "coordinates": [[3.958, 3.766, -0.259], [-6.590, -0.101, 1.218], [7.556, -0.809, -1.065], [5.928, -2.846, 1.110], [-6.474, -3.504, 1.046], [-3.190, -2.099, -2.202], [-3.580, 3.727, -1.433], [1.186, 4.003, -1.275], [-3.707, 3.248, -0.101], [2.351, -1.018, -0.464], [4.362, 0.760, 0.054], [-2.718, -0.850, 0.233], [7.207, -2.539, -1.291], [-1.009, 2.357, -0.428], [2.773, 2.503, -0.405], [-1.676, 0.166, 0.003], [-6.160, -1.227, 2.533], [-2.928, -1.428, -0.828], [0.285, 1.945, -0.470], [5.887, -2.929, -0.672], [-2.027, 1.471, -0.186], [2.035, 0.148, -0.337], [1.388, 2.922, -0.755], [0.620, 0.622, -0.266], [-5.428, -2.441, 2.023], [3.095, 1.219, -0.230], [-0.383, -0.273, -0.023], [-3.496, 1.859, -0.115], [-2.930, 4.437, -1.357], [5.080, -2.287, -1.017], [-1.211, 3.402, -0.615], [7.175, -2.722, -2.364], [-3.843, 1.510, 0.862], [5.646, -3.958, -0.936], [-0.161, -1.320, 0.145], [8.033, -3.109, -0.872], [-4.085, 1.370, -0.897], [-5.071, -3.035, 2.864], [-4.572, -2.159, 1.417], [4.307, -0.071, 0.631], [-7.075, -1.501, 3.053], [-5.522, -0.677, 3.224], [4.963, 1.471, 0.447]],
  "atomic_forces_ev_per_a": [[-0.260, -0.391, -0.118], [-0.012, 0.005, -0.016], [0.075, 0.065, 0.013], [-0.030, 0.067, 0.022], [0.004, 0.029, -0.027], [-0.104, -0.177, 0.079], [-0.157, -0.164, -0.618], [-0.270, -0.407, 0.493], [-0.053, 0.157, 0.462], [-0.211, 0.461, 0.292], [-0.673, -0.041, 0.308], [0.378, 0.289, -1.074], [-0.028, -0.108, -0.042], [-0.497, 1.160, -0.255], [-0.644, 0.651, -0.115], [-0.765, -1.299, 0.730], [0.029, 0.005, 0.105], [-0.305, 0.067, 0.412], [1.704, 0.389, -0.130], [-0.076, -0.061, -0.167], [-1.144, 0.378, -0.200], [0.124, 0.241, -0.216], [0.410, 0.620, -0.560], [0.680, -0.360, -0.057], [0.116, -0.072, 0.063], [0.512, -0.597, 0.443], [0.333, -0.954, 0.130], [0.704, -0.086, 0.282], [0.009, 0.003, 0.196], [0.027, 0.054, 0.064], [0.008, -0.020, 0.082], [-0.068, 0.031, 0.006], [-0.330, 0.107, -0.156], [0.057, -0.011, 0.029], [0.026, 0.026, -0.055], [-0.025, 0.050, 0.080], [0.019, 0.075, 0.023], [-0.062, 0.025, 0.033], [-0.056, 0.033, -0.029], [0.410, -0.183, -0.256], [-0.034, -0.002, -0.088], [0.047, -0.018, -0.039], [0.134, -0.038, -0.129]]
}

***

{
  "formula": "C16H15ClF2O2S",
  "method": "ωB97M-V with the def2-TZVPD basis set",
  "smiles": "CC(C)[C@@H](c1cc(F)ccc1F)S(=O)(=O)c1ccc(Cl)cc1",
  "molar_mass_g_mol": 344.81,
  "lumo_ev": 0.10,
  "relative_energy_ev": 0.021,
  "symbols": ["Cl", "S", "F", "F", "O", "O", "C", "C", "C", "C", "C", "C", "C", "C", "C", "C", "C", "C", "C", "C", "C", "C", "H", "H", "H", "H", "H", "H", "H", "H", "H", "H", "H", "H", "H", "H", "H"],
  "coordinates": [[-4.165, -0.667, -4.345], [1.135, -1.343, -0.879], [2.542, -0.693, 2.843], [-2.863, -0.095, 3.093], [2.292, -1.305, -1.784], [1.112, -2.643, -0.172], [-1.541, -0.298, 2.986], [-0.414, -1.161, -1.816], [0.550, -0.813, 4.053], [-0.834, -0.659, 4.133], [-1.625, -1.648, -1.305], [1.200, -0.576, 2.857], [1.302, 0.005, 0.358], [-2.741, -0.932, -3.324], [-0.378, -0.550, -3.062], [1.914, 1.842, -1.346], [1.005, 1.475, -0.171], [-2.847, -1.491, -2.050], [1.251, 2.525, 0.927], [-1.531, -0.483, -3.827], [-0.857, -0.126, 1.751], [0.528, -0.263, 1.648], [-1.651, -2.108, -0.317], [-1.341, -0.781, 5.051], [-3.798, -1.792, -1.635], [1.101, -1.131, 4.886], [-0.019, 1.562, -0.487], [2.355, -0.015, 0.633], [1.721, 2.854, -1.656], [2.330, 2.569, 1.213], [2.970, 1.822, -1.053], [0.588, -0.161, -3.443], [0.718, 2.302, 1.847], [1.043, 3.539, 0.536], [1.846, 1.158, -2.184], [-1.441, 0.186, 0.909], [-1.459, -0.105, -4.868]],
  "atomic_forces_ev_per_a": [[0.547, -0.329, 0.638], [2.142, -3.353, 0.040], [0.023, 0.013, -0.099], [0.027, -0.003, -0.382], [-1.697, 1.320, 0.415], [-1.125, 2.262, -0.296], [1.825, -0.149, -0.272], [-0.246, 0.142, 0.602], [-0.962, 0.468, -1.280], [0.347, 0.325, -1.444], [-1.027, 0.316, -0.455], [-0.455, -0.186, -0.860], [-0.930, 1.342, 0.544], [-0.576, 0.200, 0.055], [0.867, 0.104, -0.259], [0.439, -0.459, 0.203], [1.243, -0.380, 0.074], [1.923, 0.079, 0.261], [1.011, 0.026, 0.109], [0.477, 0.283, -1.013], [-0.702, 0.022, 1.204], [0.012, -0.353, 0.890], [0.023, 0.040, -0.315], [-0.503, -0.189, 0.814], [0.063, -0.079, -0.052], [0.732, -0.230, 1.015], [-0.653, -0.202, -0.133], [0.197, -0.339, -0.375], [-0.267, 0.377, -0.298], [-0.606, -0.272, -0.289], [-0.124, -0.098, 0.178], [-0.801, -0.404, 0.180], [-0.309, 0.294, -0.043], [-0.284, -0.537, 0.297], [-0.185, 0.042, -0.172], [-0.215, 0.061, -0.434], [-0.230, -0.154, 0.954]]
}

***

{
  "formula": "C16H15ClFNO2",
  "method": "ωB97M-V with the def2-TZVPD basis set",
  "smiles": "Cc1ccccc1OCCC(=O)Nc1ccc(Cl)cc1F",
  "molar_mass_g_mol": 307.75,
  "lumo_ev": 0.62,
  "relative_energy_ev": 0.119,
  "symbols": ["Cl", "F", "O", "O", "N", "C", "C", "C", "C", "C", "C", "C", "C", "C", "C", "C", "C", "C", "C", "C", "C", "H", "H", "H", "H", "H", "H", "H", "H", "H", "H", "H", "H", "H", "H", "H"],
  "coordinates": [[5.895, -1.326, 0.146], [2.560, 2.052, -1.558], [-1.465, 0.885, -1.127], [-0.273, 0.803, 2.268], [0.773, 1.599, 0.408], [-1.704, -2.657, -0.419], [-1.962, -0.281, -0.593], [-3.106, -0.359, 0.187], [1.966, 0.885, 0.410], [4.083, 0.465, -0.720], [2.312, -0.068, 1.365], [-2.840, -2.735, 0.369], [-0.277, 1.485, 1.271], [3.515, -0.745, 1.283], [-3.540, -1.583, 0.667], [-1.476, 2.335, 0.868], [-1.248, -1.445, -0.908], [-1.886, 2.123, -0.605], [4.395, -0.480, 0.246], [-0.006, -1.368, -1.744], [2.880, 1.127, -0.620], [-1.400, 2.859, -1.253], [-1.152, -3.555, -0.658], [0.859, -1.159, -1.112], [4.754, 0.686, -1.534], [-2.970, 2.253, -0.714], [3.767, -1.482, 2.028], [0.643, 2.183, -0.408], [-1.236, 3.387, 1.031], [-2.286, 2.064, 1.545], [-3.675, 0.526, 0.426], [1.623, -0.275, 2.167], [-3.174, -3.690, 0.745], [0.169, -2.312, -2.255], [-0.089, -0.571, -2.478], [-4.430, -1.627, 1.277]],
  "atomic_forces_ev_per_a": [[0.217, -0.120, -0.018], [-0.058, -0.068, 0.107], [-0.126, -0.384, -0.133], [0.013, -0.149, 0.200], [0.206, 0.398, -0.358], [-0.049, 0.117, 0.020], [-0.014, -0.269, -0.018], [0.032, 0.292, -0.093], [0.373, -0.129, -0.021], [-0.146, 0.032, 0.059], [-0.114, 0.055, -0.016], [-0.091, -0.078, 0.081], [-0.243, 0.363, -0.090], [0.226, -0.003, -0.192], [-0.008, -0.091, 0.031], [-0.187, -0.282, -0.067], [0.042, 0.184, -0.068], [-0.072, 0.316, 0.129], [-0.325, 0.140, 0.074], [-0.036, 0.060, 0.028], [0.000, -0.166, 0.226], [-0.118, -0.066, 0.080], [0.066, -0.083, -0.048], [0.105, 0.044, -0.035], [0.060, 0.028, -0.083], [0.134, 0.026, -0.014], [0.043, -0.071, 0.060], [-0.053, -0.142, 0.167], [-0.024, 0.022, 0.008], [0.141, 0.026, -0.006], [-0.024, 0.120, 0.019], [-0.001, 0.007, 0.009], [-0.034, -0.081, 0.034], [0.036, -0.049, -0.034], [0.099, 0.002, -0.086], [-0.070, 0.000, 0.049]]
}

***

{
  "formula": "C16H15ClO2",
  "method": "ωB97M-V with the def2-TZVPD basis set",
  "smiles": "COc1ccc([C@@H](Cl)c2ccc3c(c2)CCO3)cc1",
  "molar_mass_g_mol": 274.75,
  "lumo_ev": 0.16,
  "relative_energy_ev": 0.000,
  "symbols": ["Cl", "O", "O", "C", "C", "C", "C", "C", "C", "C", "C", "C", "C", "C", "C", "C", "C", "C", "C", "H", "H", "H", "H", "H", "H", "H", "H", "H", "H", "H", "H", "H", "H", "H"],
  "coordinates": [[0.737, 3.024, 0.422], [-4.906, 0.008, -0.750], [5.171, -1.338, -0.649], [1.555, 0.270, 0.511], [-2.478, -0.304, -1.254], [2.798, 0.836, 0.944], [-3.569, 0.178, -0.482], [-3.353, 0.887, 0.722], [3.997, 0.246, 0.630], [-0.940, 0.721, 0.358], [-2.067, 1.127, 1.116], [2.794, -1.588, -0.534], [3.976, -0.917, -0.173], [0.407, 1.092, 0.754], [-1.203, -0.036, -0.837], [-4.677, 1.250, 1.319], [5.246, -2.350, -1.683], [-5.673, 0.616, 0.363], [1.595, -1.018, -0.152], [-2.661, -0.772, -2.195], [2.887, -2.541, -1.071], [-4.780, 2.329, 1.321], [4.699, -2.053, -2.598], [4.943, 0.724, 0.828], [2.733, 1.830, 1.358], [-6.329, 1.376, -0.089], [4.871, -3.334, -1.352], [-0.327, -0.307, -1.482], [0.461, 1.720, 1.731], [6.313, -2.406, -1.901], [-1.875, 1.696, 2.015], [-6.223, -0.204, 0.852], [-4.796, 0.827, 2.317], [0.675, -1.591, -0.359]],
  "atomic_forces_ev_per_a": [[0.121, 0.964, -2.045], [0.559, 0.263, 0.371], [0.526, -0.517, -0.343], [2.577, -1.534, -0.700], [-1.847, 0.645, 0.579], [-1.056, -0.778, -1.032], [0.366, 0.023, 0.635], [0.040, -1.109, -1.497], [-0.275, -0.679, -0.810], [-1.867, -1.020, -1.319], [1.294, 0.308, 0.042], [0.873, 0.467, 0.671], [-0.104, -0.239, -0.477], [-0.898, 2.565, 3.245], [1.830, 1.237, 0.672], [0.345, -0.055, 0.197], [-0.233, 0.462, 0.357], [0.091, -0.424, -0.841], [-0.965, 1.090, 0.663], [-0.132, -0.416, -0.414], [-0.426, 0.552, 0.303], [-0.134, 0.192, 0.356], [0.161, 0.035, 0.481], [0.098, -0.057, 0.134], [0.328, -0.070, 0.321], [0.000, -0.569, 0.191], [0.200, 0.406, 0.043], [-1.217, 0.296, 0.615], [-0.668, -3.341, -0.367], [-0.176, -0.136, -0.026], [-0.007, 0.071, 0.168], [-0.034, 0.421, -0.406], [0.043, 0.339, 0.063], [0.588, 0.610, 0.171]]
}